Entry 1:
Density functional theory data (wB97M-V/def2-TZVPD) for 11 unconnected molecules or ions with the total composition C29H59Cl4NO26 at a distorted geometry.

Bonds (Å) are listed after each position.
Cartesian coordinates (Å):
1 Cl -1.783 6.353 -1.068  C2 1.769
2 C -1.098 6.703 0.525  Cl1 1.769, C3 1.504, H5 1.090, H6 1.090
3 C -1.669 5.799 1.583  C2 1.504, Cl4 1.758, H7 1.090, H8 1.090
4 Cl -0.916 4.212 1.660  C3 1.758
5 H -1.413 7.719 0.764  C2 1.090
6 H -0.015 6.772 0.422  C2 1.090
7 H -2.743 5.677 1.438  C3 1.090
8 H -1.625 6.104 2.628  C3 1.090
9 Cl -3.137 0.105 -4.054  C10 1.765
10 C -4.701 -0.704 -3.938  Cl9 1.765, C11 1.534, H13 1.090, H14 1.090
11 C -5.003 -1.259 -2.541  C10 1.534, Cl12 1.703, H15 1.090, H16 1.090
12 Cl -4.674 -0.148 -1.293  C11 1.703
13 H -4.700 -1.497 -4.685  C10 1.090
14 H -5.522 -0.110 -4.341  C10 1.090
15 H -4.366 -2.142 -2.489  C11 1.090
16 H -6.036 -1.598 -2.458  C11 1.090
17 C 1.572 -3.103 0.238  N18 1.482, H21 1.090, H22 1.090, H23 1.090
18 N 2.448 -1.959 -0.106  C17 1.482, O19 1.189, O20 1.210
19 O 3.035 -1.339 0.721  N18 1.189
20 O 2.432 -1.691 -1.286  N18 1.210
21 H 2.263 -3.628 0.898  C17 1.090
22 H 1.237 -3.674 -0.628  C17 1.090
23 H 0.703 -2.721 0.773  C17 1.090
24 C -0.859 2.034 -1.571  O25 1.407, H30 1.090, H31 1.090, H32 1.090
25 O -0.406 1.500 -0.351  C24 1.407, C26 1.379
26 C -0.223 0.133 -0.324  O25 1.379, O27 1.218, O28 1.314
27 O -0.458 -0.677 -1.203  C26 1.218
28 O 0.224 -0.252 0.850  C26 1.314, C29 1.451
29 C 0.410 0.687 1.941  O28 1.451, H33 1.090, H34 1.090, H35 1.090
30 H -1.807 1.644 -1.942  C24 1.090
31 H -0.103 1.813 -2.324  C24 1.090
32 H -0.743 3.116 -1.506  C24 1.090
33 H -0.429 1.346 2.165  C29 1.090
34 H 1.292 1.328 1.967  C29 1.090
35 H 0.598 0.037 2.795  C29 1.090
36 C 0.677 0.044 -5.062  O37 1.395, H42 1.090, H43 1.090, H44 1.090
37 O 1.244 1.023 -5.879  C36 1.395, C38 1.379
38 C 0.458 1.562 -6.874  O37 1.379, O39 1.238, O40 1.353
39 O -0.614 1.096 -7.283  C38 1.238
40 O 1.102 2.681 -7.276  C38 1.353, C41 1.390
41 C 0.618 3.622 -8.179  O40 1.390, H45 1.090, H46 1.090, H47 1.090
42 H -0.388 0.214 -4.905  C36 1.090
43 H 1.125 0.103 -4.070  C36 1.090
44 H 0.828 -0.918 -5.550  C36 1.090
45 H 0.590 3.169 -9.170  C41 1.090
46 H 1.484 4.270 -8.310  C41 1.090
47 H -0.327 4.112 -7.944  C41 1.090
48 C 2.875 -3.170 7.407  O49 1.383, H54 1.090, H55 1.090, H56 1.090
49 O 3.791 -2.690 6.488  C48 1.383, C50 1.378
50 C 3.360 -1.685 5.649  O49 1.378, O51 1.209, O52 1.333
51 O 2.223 -1.289 5.548  C50 1.209
52 O 4.377 -1.412 4.831  C50 1.333, C53 1.394
53 C 4.240 -0.713 3.633  O52 1.394, H57 1.090, H58 1.090, H59 1.090
54 H 2.710 -2.548 8.286  C48 1.090
55 H 3.201 -4.117 7.836  C48 1.090
56 H 1.892 -3.391 6.990  C48 1.090
57 H 5.092 -0.866 2.970  C53 1.090
58 H 4.129 0.354 3.830  C53 1.090
59 H 3.226 -0.787 3.240  C53 1.090
60 C 4.249 0.122 -4.443  O61 1.446, H66 1.090, H67 1.090, H68 1.090
61 O 4.614 0.388 -3.070  C60 1.446, C62 1.343
62 C 3.747 1.121 -2.352  O61 1.343, O63 1.238, O64 1.344
63 O 2.623 1.535 -2.664  C62 1.238
64 O 4.245 1.237 -1.109  C62 1.344, C65 1.418
65 C 3.438 1.727 -0.051  O64 1.418, H69 1.090, H70 1.090, H71 1.090
66 H 3.258 -0.332 -4.431  C60 1.090
67 H 4.957 -0.546 -4.934  C60 1.090
68 H 4.239 1.079 -4.965  C60 1.090
69 H 3.439 1.060 0.812  C65 1.090
70 H 2.375 1.839 -0.264  C65 1.090
71 H 3.761 2.708 0.299  C65 1.090
72 C 5.417 6.223 -1.537  O73 1.454, H78 1.090, H79 1.090, H80 1.090
73 O 4.196 5.738 -2.159  C72 1.454, C74 1.399
74 C 3.323 6.620 -2.803  O73 1.399, O75 1.232, O76 1.303
75 O 3.472 7.843 -2.827  C74 1.232
76 O 2.271 6.003 -3.260  C74 1.303, C77 1.406
77 C 2.051 4.631 -3.043  O76 1.406, H81 1.090, H82 1.090, H83 1.090
78 H 6.049 5.338 -1.456  C72 1.090
79 H 5.243 6.697 -0.571  C72 1.090
80 H 5.991 6.746 -2.301  C72 1.090
81 H 2.821 4.070 -3.572  C77 1.090
82 H 1.222 4.248 -3.638  C77 1.090
83 H 2.005 4.190 -2.047  C77 1.090
84 C -2.241 -3.381 0.221  O85 1.437, H90 1.090, H91 1.090, H92 1.090
85 O -3.673 -3.506 0.225  C84 1.437, C86 1.362
86 C -4.375 -4.615 -0.140  O85 1.362, O87 1.200, O88 1.427
87 O -3.862 -5.698 -0.196  C86 1.200
88 O -5.764 -4.306 -0.243  C86 1.427, C89 1.416
89 C -6.718 -5.344 -0.112  O88 1.416, H93 1.090, H94 1.090, H95 1.090
90 H -1.853 -2.922 1.131  C84 1.090
91 H -1.743 -2.862 -0.597  C84 1.090
92 H -1.744 -4.349 0.164  C84 1.090
93 H -6.371 -6.037 0.655  C89 1.090
94 H -6.751 -5.888 -1.056  C89 1.090
95 H -7.734 -4.991 0.063  C89 1.090
96 C -4.328 -1.607 5.052  O97 1.489, H102 1.090, H103 1.090, H104 1.090
97 O -4.543 -0.640 3.940  C96 1.489, C98 1.351
98 C -3.518 -0.269 3.141  O97 1.351, O99 1.238, O100 1.293
99 O -2.338 -0.608 3.300  C98 1.238
100 O -3.995 0.660 2.379  C98 1.293, C101 1.415
101 C -3.182 1.187 1.348  O100 1.415, H105 1.090, H106 1.090, H107 1.090
102 H -4.857 -1.182 5.905  C96 1.090
103 H -3.276 -1.585 5.337  C96 1.090
104 H -4.858 -2.539 4.858  C96 1.090
105 H -2.388 1.695 1.895  C101 1.090
106 H -3.644 1.950 0.720  C101 1.090
107 H -2.740 0.392 0.747  C101 1.090
108 C -0.184 -2.891 3.995  O109 1.412, H114 1.090, H115 1.090, H116 1.090
109 O -0.273 -3.772 2.895  C108 1.412, C110 1.355
110 C -0.111 -5.114 2.977  O109 1.355, O111 1.226, O112 1.380
111 O -0.040 -5.927 2.062  C110 1.226
112 O -0.246 -5.464 4.305  C110 1.380, C113 1.386
113 C -0.150 -6.782 4.723  O112 1.386, H117 1.090, H118 1.090, H119 1.090
114 H 0.239 -1.928 3.708  C108 1.090
115 H 0.375 -3.232 4.867  C108 1.090
116 H -1.191 -2.571 4.261  C108 1.090
117 H -0.128 -6.964 5.797  C113 1.090
118 H 0.637 -7.280 4.156  C113 1.090
119 H -1.133 -7.156 4.436  C113 1.090

## Properties
* orbital gap: 0.39818 Eh
* molecular weight: 979.6 g/mol
* structure (SMILES): C[N+](=O)[O-].COC(=O)OC.COC(=O)OC.COC(=O)OC.COC(=O)OC.COC(=O)OC.COC(=O)OC.COC(=O)OC.COC(=O)OC.ClCCCl.ClCCCl

Entry 2:
Density functional theory data (wB97M-V/def2-TZVPD) for 9 unconnected molecules or ions with the total composition C29H59Cl4O13S6 at a distorted geometry.

Bonds (Å) are listed after each position.
Cartesian coordinates (Å):
1 C -4.585 27.181 17.832  O2 1.412, H3 1.090, H4 1.090, H5 1.090
2 O -3.504 26.711 17.056  C1 1.412
3 H -4.392 28.232 18.048  C1 1.090
4 H -5.518 27.270 17.275  C1 1.090
5 H -4.751 26.515 18.678  C1 1.090
6 C -4.044 25.630 23.820  C7 1.604, C12 1.587, H13 1.090, H14 1.090
7 C -3.351 27.038 23.489  C6 1.604, C8 1.522, H15 1.090, H16 1.090
8 C -4.009 28.055 24.410  C7 1.522, S9 1.827, H17 1.090, H18 1.090
9 S -5.759 27.543 24.533  C8 1.827, O10 1.466, O11 1.487, C12 1.847
10 O -6.512 28.518 23.739  S9 1.466
11 O -6.048 27.352 25.979  S9 1.487
12 C -5.599 25.914 23.679  C6 1.587, S9 1.847, H19 1.090, H20 1.090
13 H -3.905 25.265 24.838  C6 1.090
14 H -3.706 24.902 23.083  C6 1.090
15 H -3.393 27.375 22.453  C7 1.090
16 H -2.279 26.882 23.616  C7 1.090
17 H -4.023 29.069 24.011  C8 1.090
18 H -3.696 28.005 25.453  C8 1.090
19 H -5.929 26.133 22.663  C12 1.090
20 H -6.301 25.146 24.003  C12 1.090
21 C -6.673 21.987 18.203  C22 1.509, C27 1.584, H28 1.090, H29 1.090
22 C -7.092 22.282 19.623  C21 1.509, C23 1.580, H30 1.090, H31 1.090
23 C -8.303 23.283 19.455  C22 1.580, S24 1.847, H32 1.090, H33 1.090
24 S -9.420 22.448 18.246  C23 1.847, O25 1.464, O26 1.490, C27 1.864
25 O -9.902 23.379 17.225  S24 1.464
26 O -10.292 21.399 18.847  S24 1.490
27 C -8.012 21.436 17.560  C21 1.584, S24 1.864, H34 1.090, H35 1.090
28 H -6.026 21.113 18.273  C21 1.090
29 H -6.200 22.841 17.719  C21 1.090
30 H -6.288 22.781 20.164  C22 1.090
31 H -7.369 21.381 20.171  C22 1.090
32 H -7.892 24.132 18.908  C23 1.090
33 H -8.843 23.671 20.319  C23 1.090
34 H -8.027 21.636 16.488  C27 1.090
35 H -8.225 20.414 17.872  C27 1.090
36 C -11.495 28.827 16.694  C37 1.574, C42 1.560, H43 1.090, H44 1.090
37 C -12.702 29.838 16.697  C36 1.574, C38 1.511, H45 1.090, H46 1.090
38 C -12.102 31.218 16.564  C37 1.511, S39 1.844, H47 1.090, H48 1.090
39 S -10.402 31.247 17.277  C38 1.844, O40 1.479, O41 1.451, C42 1.875
40 O -10.498 32.115 18.470  S39 1.479
41 O -9.443 31.563 16.236  S39 1.451
42 C -10.479 29.426 17.716  C36 1.560, S39 1.875, H49 1.090, H50 1.090
43 H -11.056 28.730 15.701  C36 1.090
44 H -11.880 27.862 17.021  C36 1.090
45 H -13.166 29.755 17.680  C37 1.090
46 H -13.434 29.515 15.957  C37 1.090
47 H -12.701 32.085 16.842  C38 1.090
48 H -11.907 31.507 15.531  C38 1.090
49 H -10.883 29.406 18.728  C42 1.090
50 H -9.468 29.029 17.622  C42 1.090
51 C -6.917 25.119 12.700  C52 1.542, C57 1.550, H58 1.090, H59 1.090
52 C -7.141 25.156 11.175  C51 1.542, C53 1.511, H60 1.090, H61 1.090
53 C -5.866 25.444 10.415  C52 1.511, S54 1.881, H62 1.090, H63 1.090
54 S -4.477 24.764 11.484  C53 1.881, O55 1.452, O56 1.433, C57 1.872
55 O -3.635 25.910 11.779  S54 1.452
56 O -3.930 23.593 10.862  S54 1.433
57 C -5.650 24.239 12.845  C51 1.550, S54 1.872, H64 1.090, H65 1.090
58 H -7.787 24.734 13.231  C51 1.090
59 H -6.601 26.088 13.087  C51 1.090
60 H -7.886 25.924 10.969  C52 1.090
61 H -7.576 24.191 10.912  C52 1.090
62 H -5.687 26.518 10.380  C53 1.090
63 H -5.841 24.905 9.468  C53 1.090
64 H -5.105 24.136 13.784  C57 1.090
65 H -6.078 23.288 12.528  C57 1.090
66 C 1.090 29.527 20.410  C67 1.537, C72 1.514, H73 1.090, H74 1.090
67 C 2.548 29.175 20.072  C66 1.537, C68 1.537, H75 1.090, H76 1.090
68 C 3.201 30.301 19.255  C67 1.537, S69 1.882, H77 1.090, H78 1.090
69 S 1.849 30.835 18.060  C68 1.882, O70 1.474, O71 1.454, C72 1.857
70 O 1.986 30.142 16.766  S69 1.474
71 O 1.575 32.262 18.101  S69 1.454
72 C 0.545 29.989 19.075  C66 1.514, S69 1.857, H79 1.090, H80 1.090
73 H 1.101 30.388 21.080  C66 1.090
74 H 0.507 28.723 20.858  C66 1.090
75 H 2.625 28.247 19.506  C67 1.090
76 H 3.084 29.036 21.011  C67 1.090
77 H 4.093 30.156 18.645  C68 1.090
78 H 3.294 31.161 19.919  C68 1.090
79 H 0.194 29.177 18.438  C72 1.090
80 H -0.384 30.559 19.096  C72 1.090
81 C -5.254 32.340 20.421  C82 1.596, C87 1.571, H88 1.090, H89 1.090
82 C -5.628 33.391 21.563  C81 1.596, C83 1.618, H90 1.090, H91 1.090
83 C -6.019 34.826 20.926  C82 1.618, S84 1.886, H92 1.090, H93 1.090
84 S -4.817 34.993 19.483  C83 1.886, O85 1.462, O86 1.475, C87 1.917
85 O -3.468 35.241 19.990  S84 1.462
86 O -5.410 35.766 18.376  S84 1.475
87 C -4.898 33.116 19.102  C81 1.571, S84 1.917, H94 1.090, H95 1.090
88 H -6.099 31.670 20.265  C81 1.090
89 H -4.412 31.698 20.679  C81 1.090
90 H -4.885 33.408 22.359  C82 1.090
91 H -6.515 33.027 22.082  C82 1.090
92 H -5.912 35.680 21.595  C83 1.090
93 H -7.026 34.755 20.515  C83 1.090
94 H -3.993 32.885 18.539  C87 1.090
95 H -5.755 33.041 18.432  C87 1.090
96 Cl -3.061 31.809 12.360  C97 1.767
97 C -3.379 30.328 13.271  Cl96 1.767, C98 1.518, H100 1.090, H101 1.090
98 C -4.878 30.234 13.490  C97 1.518, Cl99 1.743, H102 1.090, H103 1.090
99 Cl -5.719 30.275 11.963  C98 1.743
100 H -2.974 30.453 14.276  C97 1.090
101 H -2.916 29.459 12.805  C97 1.090
102 H -5.208 31.096 14.069  C98 1.090
103 H -5.087 29.292 13.997  C98 1.090
104 Cl -1.196 21.106 20.132  C105 1.828
105 C -0.747 22.794 19.594  Cl104 1.828, C106 1.516, H108 1.090, H109 1.090
106 C 0.599 23.186 20.171  C105 1.516, Cl107 1.675, H110 1.090, H111 1.090
107 Cl 0.593 23.262 21.845  C106 1.675
108 H -1.470 23.532 19.944  C105 1.090
109 H -0.763 22.867 18.507  C105 1.090
110 H 0.906 24.191 19.882  C106 1.090
111 H 1.352 22.459 19.869  C106 1.090

## Properties
* orbital gap: 0.16711 Eh
* total charge: -1
* molecular weight: 950.0 g/mol

| no. | HOMO (eV) |
| --- | --- |
| 1 | -10.5 |
| 2 | -2.9 |